No. 1
{
  "formula": "CH3N2S",
  "method": "ωB97M-V/def2-TZVPD",
  "total_charge": 1,
  "homo_ev": [-15.659, -14.728],
  "lumo_ev": [-5.5474, -7.9101],
  "orbital_gap_ev": [10.1, 6.8],
  "largest_force_ev_per_a": 4.5,
  "e_tot_ha": -547.124190,
  "multiplicity": 1,
  "symbols": ["C", "N", "N", "S", "H", "H", "H"],
  "coordinates": [[0.060664, 0.138572, -0.373245], [0.397828, -1.085663, -0.599898], [-0.945861, 0.842009, -0.078356], [1.800863, -0.079044, -0.560071], [1.250067, -2.106093, 1.393783], [-1.819055, 0.397909, 0.076566], [-0.744503, 1.892313, 0.141219]],
  "atomic_forces_ev_per_a": [[2.41, -1.08, -0.26], [0.28, -0.85, -0.34], [0.99, 4.32, 0.75], [-1.47, 0.53, -0.03], [0.01, -0.19, 0.22], [-1.12, -0.16, 0.15], [-1.11, -2.56, -0.49]],
  "nbo_charge": [0.335, -0.347, -0.695, 0.759, 0.011, 0.461, 0.476]
}

No. 2
{
  "formula": "C4H15N3O",
  "method": "ωB97M-V/def2-TZVPD",
  "total_charge": 0,
  "homo_ev": -7.806,
  "lumo_ev": 0.8691,
  "orbital_gap_ev": 8.7,
  "largest_force_ev_per_a": 3.8,
  "e_tot_ha": -400.746725,
  "multiplicity": 1,
  "symbols": ["C", "C", "C", "N", "H", "H", "H", "H", "H", "H", "H", "H", "H", "C", "N", "N", "O", "H", "H", "H", "H", "H", "H"],
  "coordinates": [[1.358822, 0.721662, 0.264324], [1.413204, -0.722332, 0.752166], [2.764271, 1.314816, 0.130271], [0.604101, 0.768829, -0.994888], [0.789083, 1.319080, 0.986110], [1.064073, 0.185206, -1.688372], [0.588201, 1.716690, -1.360026], [0.409088, -1.126873, 0.857819], [1.913520, -0.774272, 1.716288], [1.963923, -1.341220, 0.043594], [3.278291, 1.298772, 1.089117], [2.718430, 2.348332, -0.214439], [3.352265, 0.737782, -0.584336], [-2.536734, -1.203922, -1.346911], [-2.023611, -0.268441, -0.371403], [-2.376785, -0.288856, 2.183939], [-1.891668, -1.083654, 1.282133], [-1.097539, 0.117953, -0.608561], [-2.713326, 0.427666, -0.019942], [-1.580038, 0.215582, 2.649538], [-1.839755, -2.035185, -1.432915], [-2.663682, -0.737071, -2.330302], [-3.494135, -1.590544, -1.003204]],
  "atomic_forces_ev_per_a": [[0.26, -0.05, 0.03], [-0.15, 0.26, -0.04], [-0.30, -0.01, 0.08], [0.17, 0.07, -0.11], [0.05, -0.06, -0.02], [0.02, 0.08, -0.01], [0.03, -0.09, -0.04], [-0.04, -0.04, 0.06], [0.07, -0.06, 0.06], [0.12, -0.05, -0.07], [0.09, 0.01, 0.07], [0.03, 0.04, -0.02], [0.04, -0.04, -0.04], [-0.07, 0.37, -0.03], [-0.70, 1.30, -1.16], [0.92, -1.54, -1.11], [-0.89, 0.96, 3.56], [-0.38, 0.19, -0.02], [0.87, -0.75, -0.58], [-0.09, -0.29, -0.51], [0.04, -0.06, -0.04], [-0.06, -0.20, -0.04], [-0.02, -0.05, -0.03]],
  "nbo_charge": [-0.047, -0.628, -0.618, -0.846, 0.184, 0.359, 0.365, 0.245, 0.214, 0.194, 0.213, 0.203, 0.201, -0.423, -0.628, -0.339, -0.281, 0.419, 0.376, 0.244, 0.200, 0.185, 0.208]
}

No. 3
{
  "formula": "C5H15N2S",
  "method": "ωB97M-V/def2-TZVPD",
  "total_charge": 1,
  "homo_ev": -13.316,
  "lumo_ev": -8.4397,
  "orbital_gap_ev": 4.9,
  "largest_force_ev_per_a": 4.6,
  "e_tot_ha": -706.663731,
  "multiplicity": 1,
  "symbols": ["C", "N", "C", "C", "S", "C", "N", "C", "H", "H", "H", "H", "H", "H", "H", "H", "H", "H", "H", "H", "H", "H", "H"],
  "coordinates": [[0.511724, 2.187537, -0.906910], [1.488282, -0.542328, 0.890183], [0.695760, -0.512051, 2.185287], [-0.431353, -1.484836, 2.074033], [-1.774632, -0.772952, 1.056640], [0.765692, 0.948357, -1.749742], [0.169222, -0.285177, -1.248761], [0.474467, 1.154311, -3.275450], [-0.532277, 2.738164, -1.121293], [0.320800, 2.031030, 0.110624], [1.233674, 3.024820, -0.948651], [0.431524, 0.483458, 2.498037], [1.384156, -0.984375, 3.146481], [-1.067299, -1.631940, 2.971269], [0.106816, -2.280645, 1.671019], [-2.685965, -1.750188, 1.073471], [1.851630, 0.736619, -1.834000], [2.512967, -0.686296, 0.771323], [0.887264, -0.494324, -0.265223], [-0.877625, -0.334872, -1.397022], [-0.539718, 1.730992, -3.514782], [1.292775, 1.650666, -3.862414], [0.375128, 0.166754, -3.658346]],
  "atomic_forces_ev_per_a": [[-2.85, 2.95, -0.64], [-0.77, 2.12, 0.50], [3.96, -1.66, 1.60], [-2.09, 1.43, 0.39], [0.44, 0.83, -0.44], [1.34, 0.32, -0.77], [-1.26, 0.62, -2.35], [-2.59, 1.36, -0.48], [2.08, -1.42, -0.39], [0.41, -0.90, 1.69], [0.05, -0.90, -0.45], [-0.18, 0.65, -0.32], [-1.63, 1.37, -2.86], [1.41, -0.33, 0.03], [-0.30, -2.34, -0.73], [0.19, -0.42, -0.12], [-0.36, 0.05, 0.99], [-1.24, -0.79, 0.63], [0.47, -0.72, 2.17], [1.37, 0.08, 0.50], [2.14, -1.21, 0.75], [-0.51, -0.32, 1.13], [-0.11, -0.77, -0.81]],
  "nbo_charge": [-0.628, -0.621, -0.249, -0.530, 0.086, -0.136, -0.343, -0.595, 0.229, 0.227, 0.261, 0.227, 0.241, 0.275, 0.244, 0.169, 0.221, 0.416, 0.372, 0.413, 0.232, 0.265, 0.224]
}

No. 4
{
  "formula": "C5H10N2",
  "method": "ωB97M-V/def2-TZVPD",
  "total_charge": 0,
  "homo_ev": [-6.217, -6.207],
  "lumo_ev": [0.8683, 0.8671],
  "orbital_gap_ev": [7.1, 7.1],
  "largest_force_ev_per_a": 4.6,
  "e_tot_ha": -305.843804,
  "multiplicity": 1,
  "symbols": ["C", "C", "C", "C", "C", "N", "N", "H", "H", "H", "H", "H", "H", "H", "H", "H", "H"],
  "coordinates": [[3.098136, 0.527707, -0.062490], [2.006284, -0.209834, 0.402170], [-0.362669, -0.902566, -0.343086], [0.800491, -0.045372, -0.273796], [-0.974241, -0.111615, 0.777667], [-3.056933, 0.195917, -0.392472], [-2.076584, 0.616331, 0.524974], [4.110075, 0.325136, 0.296717], [3.080992, 1.365492, -0.781042], [2.030869, -0.862234, 1.224422], [-1.039855, -0.809668, -1.261366], [-0.008437, -1.851395, -0.071506], [0.912116, 0.800806, -1.027579], [-0.478823, -0.057830, 1.818499], [-2.754016, 0.382036, -1.375499], [-3.010122, -0.856139, -0.389729], [-2.277290, 1.493236, 0.934113]],
  "atomic_forces_ev_per_a": [[-0.34, -1.11, 1.40], [2.38, 2.23, -1.81], [-0.91, 0.18, -0.33], [-1.80, 3.69, -2.15], [2.65, 0.21, 1.16], [0.42, -1.64, -1.16], [-0.27, 0.00, -0.42], [-0.40, 0.06, 0.26], [-0.58, -0.84, 0.19], [0.65, -1.08, 0.90], [1.46, -0.55, 1.17], [-0.55, -1.95, 0.06], [-0.81, -1.08, 0.95], [-1.15, -0.35, -1.90], [-0.17, 0.32, 0.88], [-0.50, 1.31, 0.37], [-0.09, 0.58, 0.43]],
  "nbo_charge": [-0.454, -0.219, -0.466, -0.278, 0.000, -0.621, -0.448, 0.189, 0.193, 0.198, 0.214, 0.215, 0.197, 0.218, 0.330, 0.346, 0.386]
}

No. 5
{
  "formula": "C5H7NO",
  "method": "ωB97M-V/def2-TZVPD",
  "total_charge": 0,
  "homo_ev": -9.441,
  "lumo_ev": 0.9601,
  "orbital_gap_ev": 10.4,
  "largest_force_ev_per_a": 0.6,
  "smiles": "C[C@]12N[C@H]1CC2=O",
  "e_tot_ha": -324.650862,
  "multiplicity": 1,
  "symbols": ["C", "C", "N", "C", "C", "C", "O", "H", "H", "H", "H", "H", "H", "H"],
  "coordinates": [[1.411116, 1.263280, 0.089538], [0.142460, 0.483010, -0.048683], [-1.151242, 0.897335, 0.493571], [-0.613340, -0.371170, 0.929700], [-0.813741, -1.493354, -0.089938], [-0.130330, -0.559726, -1.110819], [0.178401, -0.663338, -2.266826], [2.238668, 0.626653, -0.241980], [1.584237, 1.540593, 1.132800], [1.414958, 2.167689, -0.524494], [-1.921407, 0.814072, -0.168777], [-0.406011, -0.490694, 1.987860], [-1.813980, -1.891728, -0.278795], [-0.119789, -2.322621, 0.096844]],
  "atomic_forces_ev_per_a": [[0.01, 0.06, 0.01], [0.37, 0.09, -0.11], [-0.17, 0.02, -0.11], [0.08, -0.20, 0.29], [-0.15, -0.12, -0.06], [0.11, -0.05, -0.41], [-0.12, -0.02, 0.54], [-0.06, 0.15, 0.07], [-0.07, 0.03, -0.14], [-0.06, -0.10, 0.06], [0.13, -0.02, 0.07], [0.02, -0.01, -0.18], [0.06, 0.14, 0.02], [-0.15, 0.04, -0.06]],
  "nbo_charge": [-0.618, -0.022, -0.550, -0.065, -0.530, 0.592, -0.511, 0.223, 0.226, 0.227, 0.355, 0.214, 0.222, 0.236]
}

No. 6
{
  "formula": "C22H35N3O2S",
  "method": "ωB97M-V/def2-TZVPD",
  "total_charge": 0,
  "homo_ev": -7.972,
  "lumo_ev": 0.5798,
  "orbital_gap_ev": 8.6,
  "largest_force_ev_per_a": 0.7,
  "smiles": "CCc1cccc(NC(=S)N(CCCOC(C)C)C2CCN(C(C)=O)CC2)c1",
  "e_tot_ha": -1572.276329,
  "multiplicity": 1,
  "symbols": ["C", "C", "C", "C", "C", "C", "C", "N", "C", "S", "N", "C", "C", "C", "O", "C", "C", "C", "C", "C", "C", "N", "C", "C", "O", "C", "C", "C", "H", "H", "H", "H", "H", "H", "H", "H", "H", "H", "H", "H", "H", "H", "H", "H", "H", "H", "H", "H", "H", "H", "H", "H", "H", "H", "H", "H", "H", "H", "H", "H", "H", "H", "H"],
  "coordinates": [[2.536115, -3.460602, 5.846810], [1.405319, -3.632306, 4.830672], [1.616747, -2.720892, 3.656050], [2.375557, -3.133727, 2.566756], [2.621506, -2.267463, 1.516560], [2.105637, -0.985502, 1.527474], [1.318381, -0.568984, 2.597784], [0.764027, 0.716669, 2.651868], [0.622948, 1.602670, 1.609642], [1.036476, 3.183046, 1.891690], [0.104643, 1.177570, 0.437913], [0.081511, 2.106468, -0.674775], [1.419515, 2.137955, -1.419886], [1.239505, 2.767474, -2.796859], [0.402785, 1.908618, -3.550571], [-0.157302, 2.432501, -4.745444], [0.897064, 2.936966, -5.731641], [-1.218371, 3.504637, -4.479894], [-0.680388, -0.042724, 0.316887], [-0.288188, -0.870747, -0.911277], [-1.152976, -2.134425, -0.963588], [-2.551478, -1.784264, -0.992362], [-3.381748, -1.850352, -2.064907], [-2.841081, -2.527780, -3.306785], [-4.513622, -1.409391, -2.018949], [-2.968999, -1.045817, 0.180985], [-2.185610, 0.263151, 0.281605], [1.094928, -1.437153, 3.662902], [2.386504, -4.121308, 6.697364], [2.570061, -2.434377, 6.205455], [3.494646, -3.694021, 5.389007], [0.451901, -3.404781, 5.311393], [1.379668, -4.670288, 4.493297], [2.783418, -4.133409, 2.548361], [3.232068, -2.588427, 0.685280], [2.323707, -0.295133, 0.727146], [0.868311, 1.187115, 3.542244], [-0.693835, 1.802656, -1.374278], [-0.152401, 3.107323, -0.300185], [2.154575, 2.704072, -0.847999], [1.786022, 1.119352, -1.554022], [2.217281, 2.875218, -3.285961], [0.790093, 3.761489, -2.689458], [-0.652671, 1.553099, -5.176913], [0.430661, 3.129010, -6.693834], [1.675913, 2.189480, -5.863489], [1.350031, 3.859951, -5.377055], [-0.765667, 4.433248, -4.140506], [-1.919201, 3.158997, -3.723675], [-1.765611, 3.706615, -5.396192], [-0.494108, -0.651514, 1.205124], [0.760760, -1.160085, -0.846667], [-0.432917, -0.294587, -1.825674], [-0.887306, -2.734313, -1.831136], [-0.967568, -2.734667, -0.063211], [-3.631339, -2.533658, -4.052540], [-2.549811, -3.553672, -3.093877], [-1.986617, -1.983566, -3.702685], [-4.037706, -0.848117, 0.084986], [-2.792257, -1.662435, 1.069360], [-2.433635, 0.883527, -0.580071], [-2.473762, 0.802354, 1.185046], [0.503070, -1.099126, 4.501800]],
  "atomic_forces_ev_per_a": [[-0.16, -0.11, -0.02], [0.17, 0.07, 0.11], [-0.06, -0.07, -0.05], [0.00, -0.03, 0.00], [0.01, -0.04, 0.01], [-0.05, 0.18, 0.10], [0.23, -0.37, -0.09], [-0.31, -0.16, 0.32], [-0.14, 0.30, -0.13], [0.24, 0.55, 0.24], [0.25, -0.04, 0.53], [0.24, 0.23, -0.40], [-0.35, 0.19, -0.32], [0.22, -0.08, 0.17], [0.05, -0.08, 0.17], [-0.20, 0.11, -0.35], [-0.16, -0.26, 0.33], [0.27, -0.35, 0.09], [-0.34, -0.26, -0.14], [-0.03, -0.20, 0.29], [0.33, 0.09, -0.20], [0.01, -0.04, 0.34], [0.13, -0.26, -0.18], [-0.24, 0.09, -0.02], [-0.34, 0.15, -0.17], [-0.33, 0.31, 0.04], [0.14, -0.26, 0.16], [0.04, 0.07, -0.15], [0.05, -0.04, 0.12], [0.05, 0.09, 0.05], [0.11, 0.00, 0.00], [-0.03, -0.07, -0.05], [-0.09, 0.01, 0.00], [0.04, -0.13, 0.00], [0.05, -0.03, -0.08], [0.01, 0.05, -0.09], [0.05, 0.03, -0.26], [-0.02, -0.06, 0.07], [-0.06, -0.17, -0.10], [0.03, -0.03, 0.03], [0.06, -0.06, 0.00], [-0.12, 0.07, 0.03], [0.03, 0.03, -0.04], [0.05, 0.18, -0.01], [-0.02, 0.06, -0.11], [0.09, -0.05, -0.05], [0.07, 0.12, 0.00], [0.01, 0.13, 0.02], [-0.10, -0.01, 0.06], [-0.08, 0.07, -0.10], [-0.07, 0.07, -0.18], [0.06, 0.04, -0.03], [0.02, 0.05, -0.09], [-0.03, -0.03, 0.07], [0.03, -0.03, -0.10], [0.00, 0.02, 0.04], [0.11, -0.07, -0.02], [0.14, -0.02, -0.05], [0.16, -0.08, 0.10], [-0.02, 0.01, -0.01], [-0.02, 0.06, -0.03], [0.01, 0.05, 0.03], [-0.14, 0.02, 0.09]],
  "nbo_charge": [-0.592, -0.417, 0.000, -0.236, -0.187, -0.268, 0.149, -0.638, 0.311, -0.255, -0.433, -0.238, -0.425, -0.066, -0.554, 0.113, -0.643, -0.641, -0.034, -0.425, -0.210, -0.446, 0.688, -0.714, -0.631, -0.227, -0.414, -0.213, 0.209, 0.206, 0.207, 0.208, 0.209, 0.210, 0.215, 0.224, 0.423, 0.215, 0.240, 0.230, 0.203, 0.174, 0.167, 0.181, 0.217, 0.216, 0.205, 0.203, 0.217, 0.216, 0.227, 0.220, 0.218, 0.218, 0.195, 0.244, 0.225, 0.224, 0.255, 0.187, 0.208, 0.220, 0.207]
}

No. 7
{
  "formula": "C4H9NS",
  "method": "ωB97M-V/def2-TZVPD",
  "total_charge": 0,
  "homo_ev": -8.845,
  "lumo_ev": 0.8664,
  "orbital_gap_ev": 9.7,
  "largest_force_ev_per_a": 4.9,
  "smiles": "C/C=N/[C@@H](C)S",
  "e_tot_ha": -610.654158,
  "multiplicity": 1,
  "symbols": ["C", "C", "N", "C", "C", "S", "H", "H", "H", "H", "H", "H", "H", "H", "H"],
  "coordinates": [[2.766804, 0.725935, 0.102564], [1.299644, 0.598563, -0.307716], [0.659555, -0.469911, -0.254691], [-1.108849, -0.294680, -0.521309], [-1.863879, -1.357112, 0.214963], [-1.798062, 1.279147, 0.106161], [3.222268, -0.254561, -0.101074], [3.127151, 1.587131, -0.415610], [2.651106, 0.776109, 1.090505], [0.909913, 1.552500, -0.512840], [-1.291455, -0.189065, -1.650116], [-2.213109, -1.026799, 1.139526], [-1.082054, -2.040302, 0.422245], [-2.747496, -1.666107, -0.428926], [-2.531531, 0.779157, 1.116321]],
  "atomic_forces_ev_per_a": [[-1.58, -2.33, -4.01], [1.12, -0.32, 0.39], [-3.91, -0.53, -0.41], [1.88, 2.16, -0.63], [-0.12, -0.66, -2.62], [0.37, 0.60, -0.30], [0.43, 0.64, -0.20], [0.93, 0.34, 0.08], [0.32, 0.92, 4.21], [-1.25, 1.35, -0.39], [0.71, -0.76, 1.67], [-0.58, 0.49, 1.43], [0.13, -1.82, -0.02], [1.27, -0.25, 0.96], [0.29, 0.17, -0.15]],
  "nbo_charge": [-0.656, 0.124, -0.421, -0.169, -0.655, -0.055, 0.228, 0.216, 0.226, 0.147, 0.223, 0.202, 0.243, 0.228, 0.119]
}

No. 8
{
  "formula": "C4H4F2N2O",
  "method": "ωB97M-V/def2-TZVPD",
  "total_charge": 0,
  "homo_ev": -8.849,
  "lumo_ev": 0.8526,
  "orbital_gap_ev": 9.7,
  "largest_force_ev_per_a": 4.1,
  "smiles": "c1c[nH]cn1.O=C(F)F",
  "e_tot_ha": -539.295527,
  "multiplicity": 1,
  "symbols": ["C", "C", "N", "C", "N", "H", "H", "H", "H", "O", "C", "F", "F"],
  "coordinates": [[-1.210936, -0.202644, 0.737218], [-2.180562, 0.677681, 0.285261], [-1.618800, 1.105367, -0.898668], [-0.363106, 0.497974, -1.006990], [-0.119250, -0.254838, 0.022805], [-1.223728, -0.705319, 1.682146], [-3.179126, 0.841476, 0.490105], [-1.959675, 1.831078, -1.474433], [0.328397, 0.927556, -1.842045], [3.325890, -0.038813, 0.226568], [2.906946, -1.101366, 0.482977], [1.932026, -1.392096, 1.297977], [3.361925, -2.186056, -0.002921]],
  "atomic_forces_ev_per_a": [[-2.69, 0.27, 3.13], [2.80, -1.24, -1.55], [1.42, -1.10, 0.56], [-0.07, 3.11, -2.33], [1.72, -0.04, -2.20], [-0.30, -0.37, 0.27], [-1.60, 0.40, 0.76], [-0.29, 0.51, -0.65], [-1.16, -1.42, 1.77], [-0.05, 0.63, 0.11], [-0.58, 1.36, 0.49], [0.10, -0.03, 0.49], [0.71, -2.08, -0.85]],
  "nbo_charge": [-0.077, -0.122, -0.521, 0.163, -0.470, 0.198, 0.215, 0.411, 0.201, -0.555, 1.134, -0.287, -0.291]
}